Density functional theory data (the ωB97M-V functional and the def2-TZVPD basis) for a molecular structure, C15H45N3OPS3SbSi4SnTe in a non-equilibrium geometry.

```
75
Properties=species:S:1:pos:R:3:forces:R:3
Sn 0.9970 -0.8228 -2.1695 0.886 -0.870 -1.331
S 2.4634 -2.4622 -0.2429 0.109 0.264 0.455
Sb 1.9821 -3.9146 -2.1912 -0.430 0.162 -0.090
S -0.2244 -2.9568 -2.4243 -0.043 -0.067 -0.020
S 2.9765 -2.2099 -3.4762 -0.274 0.513 -0.009
C 0.3936 -4.0974 4.1606 0.004 0.028 0.186
Si 0.2879 -4.1242 2.2993 -0.111 0.067 0.085
C -1.4673 -4.3307 1.7107 -0.154 0.010 -0.113
C 1.4447 -5.4287 1.6489 0.093 -0.076 -0.157
Si 1.1486 -2.0890 1.4866 0.325 0.106 -0.617
Te -0.4965 -0.5220 0.2662 -0.593 -0.090 1.297
Si 2.8094 -0.8099 2.6135 -0.292 -0.059 0.130
C 2.3876 -0.5560 4.4168 0.013 0.029 0.133
C 2.8701 0.8184 1.7071 0.114 0.098 -0.104
C 4.3879 -1.7864 2.4816 0.125 -0.119 -0.037
Si -2.0880 0.2726 2.1086 -0.077 0.200 -0.235
C -1.9937 2.1251 2.1634 0.088 0.165 -0.006
C -1.5369 -0.5358 3.6741 0.063 -0.224 0.084
C -3.7886 -0.2792 1.6014 -0.113 -0.091 -0.105
H 0.1058 -5.0766 4.5555 0.016 0.045 0.007
H -0.2671 -3.3517 4.6098 0.039 -0.027 -0.017
H 1.4142 -3.8914 4.4963 -0.062 -0.041 -0.007
H -1.7190 -5.3903 1.6146 -0.021 0.043 0.035
H -1.6204 -3.8568 0.7366 -0.002 -0.068 0.031
H -2.1674 -3.8817 2.4219 0.022 -0.023 -0.066
H 1.0748 -6.4277 1.8948 0.023 0.036 0.035
H 2.4394 -5.3098 2.0859 -0.021 -0.035 -0.029
H 1.5523 -5.3691 0.5640 -0.014 -0.059 0.030
H 1.6452 0.2303 4.5615 -0.032 -0.012 0.017
H 3.2912 -0.2517 4.9557 -0.068 -0.016 -0.020
H 2.0168 -1.4726 4.8841 0.031 0.078 -0.013
H 1.9453 1.3788 1.8645 0.032 -0.006 -0.027
H 2.9893 0.6442 0.6331 0.004 0.063 0.025
H 3.7108 1.4278 2.0516 -0.042 -0.022 -0.019
H 4.3625 -2.6459 3.1583 0.024 0.044 -0.030
H 5.2489 -1.1688 2.7520 -0.049 -0.012 0.045
H 4.5381 -2.1576 1.4680 0.092 0.026 0.070
H -1.0426 2.4723 2.5746 -0.038 -0.011 -0.057
H -2.8014 2.5213 2.7874 0.051 -0.016 -0.034
H -2.1051 2.5414 1.1579 -0.016 0.013 0.067
H -0.4917 -0.3263 3.8892 0.103 0.039 0.099
H -1.6626 -1.6208 3.6085 -0.023 0.080 0.048
H -2.1457 -0.1650 4.5055 0.046 -0.057 -0.025
H -3.8716 -0.3651 0.5163 -0.064 0.016 0.062
H -4.5330 0.4440 1.9476 0.018 -0.061 -0.001
H -4.0329 -1.2546 2.0290 0.023 0.039 -0.049
C -2.4976 3.3454 -2.2996 0.059 -0.093 0.091
N -1.8843 2.0121 -2.3154 -0.204 -0.080 -0.371
C -2.9013 0.9471 -2.3158 0.078 0.058 0.108
P -0.5294 1.8113 -3.2537 0.242 -0.114 0.407
O -0.3595 0.3367 -3.5808 0.207 0.121 0.400
N 0.7409 2.3514 -2.3219 -0.103 0.418 -0.492
C 0.5974 3.2726 -1.1943 0.046 -0.250 0.088
C 2.0267 2.5088 -3.0293 -0.157 -0.036 0.116
N -0.5128 2.6625 -4.6533 -0.248 -0.106 -0.202
C -0.3742 4.1145 -4.6859 0.111 -0.061 -0.042
C -1.1495 2.0913 -5.8494 0.082 0.055 0.062
H -3.0295 3.4887 -1.3578 -0.004 -0.010 0.009
H -3.2140 3.4661 -3.1177 0.014 -0.003 -0.023
H -1.7456 4.1273 -2.3807 -0.003 0.001 0.042
H -3.4081 0.9429 -1.3485 -0.006 0.032 -0.027
H -2.4433 -0.0246 -2.4758 0.027 0.005 0.030
H -3.6494 1.1132 -3.0966 0.010 0.014 -0.005
H -0.3572 3.1131 -0.6993 0.033 -0.003 0.000
H 0.6856 4.3197 -1.5062 -0.021 -0.032 -0.008
H 1.3910 3.0669 -0.4726 -0.011 -0.001 -0.021
H 2.0840 1.8297 -3.8787 -0.005 -0.032 0.021
H 2.8400 2.2791 -2.3420 0.028 -0.029 0.041
H 2.1635 3.5296 -3.3978 -0.021 -0.002 0.019
H 0.0405 4.4876 -3.7509 0.022 -0.012 -0.003
H -1.3350 4.6051 -4.8584 -0.028 0.000 0.012
H 0.3039 4.3977 -5.4921 0.008 0.003 -0.024
H -1.2177 1.0104 -5.7570 0.024 0.016 0.016
H -0.5419 2.3233 -6.7251 0.001 0.018 0.013
H -2.1510 2.5035 -6.0023 0.010 0.019 0.020
```
Positions in Å, forces in eV/Å.

Net charge: +1
2S+1: 2
LUMO energy (spin up / spin down), Eh: -0.091 / -0.183
Orbital gap (spin up / spin down), hartree: 0.2734 / 0.2018

Here are the Mulliken charges for atoms 1 to 2, given in e: 0.7699, -0.5010